1.
ORCA calculation (wB97M-V/def2-TZVPD) on a cluster of 2 separate species, C6H11BrOS in total at a distorted geometry.

The geometry in XYZ format:
```
20
Properties=species:S:1:pos:R:3:forces:R:3:nbo_charge:R:1
Br -4.3879 -0.5180 0.0217 0.59 0.57 -0.04 -0.25
S -1.7856 1.3315 -0.4539 -0.10 -1.02 0.27 1.08
O -1.4627 2.7324 -0.1055 -0.25 -0.43 0.27 -0.77
C 0.3180 -1.2345 -1.1104 0.84 0.02 2.77 -0.39
C -0.8931 0.1660 0.7520 -3.42 -0.43 0.39 -0.38
C 1.3822 0.8904 -0.0310 -1.56 2.62 -1.71 -0.39
C 0.4031 0.7475 1.1112 0.48 2.05 0.75 -0.47
C -0.7057 -1.2131 0.1489 0.10 -0.51 -2.42 -0.45
C 1.6274 -0.4457 -0.6620 -1.16 0.18 -4.37 -0.43
H 0.4836 -2.3045 -1.5026 -0.03 1.72 0.79 0.23
H 0.9661 1.8072 -0.7505 0.76 -2.68 1.30 0.20
H 0.2364 1.7679 1.4344 -0.22 0.33 0.40 0.24
H 0.8285 0.2783 1.9841 0.25 -0.64 0.20 0.22
H -0.0703 -0.6238 -1.9325 -0.41 -0.27 0.18 0.20
H -1.5642 -1.7330 -0.2955 -0.48 0.58 0.74 0.24
H -1.6737 0.0157 1.6497 1.81 0.73 -1.77 0.26
H 2.3156 -0.9085 -0.0822 1.52 -2.27 2.36 0.21
H 2.1974 -0.4363 -1.6185 -0.13 0.80 0.39 0.21
H -0.4622 -1.7253 1.0774 0.78 -0.91 -0.50 0.22
H 2.2471 1.4056 0.3653 0.63 -0.44 0.03 0.23
```
Forces are in eV/Å.

HOMO energy (alpha / beta)	-0.3712 / -0.3366	Eh
ΔE to the lowest compared entry with this formula, charge and spin	30.1	kcal per mole
2S+1	1
DFT total energy	-3282.546040	Eh
lowest unoccupied orbital energy (alpha / beta)	-1.62 / -3.17	eV
orbital gap (alpha / beta)	8.5 / 6.0	eV

---

2.
ORCA calculation (wB97M-V/def2-TZVPD) on a structure of composition C33H31OReS5Sb2 at a distorted geometry.

The geometry in XYZ format:
```
73
Properties=species:S:1:pos:R:3:forces:R:3:lowdin_charge:R:1
Re 0.0797 1.7249 -0.6575 -3.41 0.61 -1.21 0.57
Sb -2.4524 5.6494 -0.7417 -0.51 0.71 -0.22 0.53
Sb -1.4565 -0.4139 0.6120 0.08 -0.52 -0.02 1.69
S -1.3114 3.0120 0.3306 1.75 -1.10 -0.32 0.18
S -4.5158 4.9958 -0.7761 0.64 0.19 0.01 0.20
S -0.9491 1.2469 -2.4195 0.95 0.12 1.19 0.50
S -0.5853 6.7406 -0.8369 -0.50 -0.39 0.07 0.19
S 2.5593 2.1851 -0.2578 1.86 0.10 0.18 1.06
O 1.6418 0.9549 0.2648 -0.05 0.03 0.18 -0.66
C -3.2071 -3.1058 -0.0221 -0.08 0.07 -0.17 -0.02
C 1.3535 -4.0411 -0.9731 0.03 -0.04 0.02 -0.01
C -1.9418 0.3134 5.3380 -0.05 -0.02 0.00 0.01
C -3.6181 0.4936 -1.3467 0.00 -0.23 -0.05 -0.24
C -0.5713 0.2241 3.3826 -0.08 0.03 0.03 -0.15
C -3.0859 0.1965 4.5620 -0.05 0.05 0.08 0.00
C 4.5740 0.5003 0.5414 0.14 -0.01 -0.08 -0.05
C -4.6566 0.3282 -2.2496 0.04 0.08 0.04 -0.04
C -3.0296 0.1080 3.1723 -0.04 0.07 0.03 -0.28
C 4.2265 1.8106 0.2367 -0.45 -0.09 0.26 -0.38
C -0.1197 -1.9532 0.0529 -0.01 0.21 0.21 -0.33
C 6.8432 1.2960 0.7212 -0.05 0.02 -0.02 0.01
C -4.3088 0.0586 2.3739 0.12 -0.13 0.12 -0.03
C 0.2487 -2.8344 2.4511 0.05 -0.03 -0.16 -0.03
C 2.4538 2.9531 -2.8550 -0.01 -0.10 0.05 -0.06
C 5.1098 2.8816 0.1934 0.03 0.01 0.04 -0.05
C 2.4331 2.7125 -4.2130 0.00 -0.01 -0.08 -0.01
C 0.4206 -2.8834 0.9556 0.04 0.10 -0.03 -0.27
C -5.1799 -0.9421 -2.4540 -0.02 -0.11 0.02 0.00
C 6.4469 2.5975 0.4288 0.01 -0.03 0.00 -0.01
C -3.1200 -0.6268 -0.6605 0.27 0.47 0.01 -0.36
C 2.4197 1.3978 -4.6868 0.02 -0.04 0.06 0.03
C 1.1567 -3.9278 0.3946 -0.01 -0.04 0.01 0.00
C 5.9171 0.2553 0.7780 -0.05 0.02 0.02 -0.01
C 2.4806 1.8471 -1.9824 -0.81 0.00 0.05 -0.49
C 0.0592 -2.0620 -1.3313 -0.03 -0.03 0.10 -0.17
C -1.7396 0.0812 2.6246 0.11 -0.01 -0.48 -0.35
C 2.4430 0.3080 -3.8097 0.02 0.01 -0.03 -0.02
C -4.6930 -2.0285 -1.7410 -0.06 -0.03 0.00 0.02
C 0.8017 -3.1089 -1.8440 0.00 0.03 -0.08 -0.05
C -3.6593 -1.8996 -0.8073 -0.01 -0.14 -0.02 -0.28
C -0.6797 0.3526 4.7495 0.06 0.02 0.07 -0.03
C 2.4792 0.5155 -2.4467 0.24 0.10 -0.09 -0.08
H 3.8433 -0.2960 0.6009 -0.01 0.03 -0.02 0.12
H 2.4776 3.9665 -2.4693 -0.03 -0.02 0.01 0.13
H -5.1278 -3.0097 -1.8950 -0.02 0.04 -0.01 0.14
H 2.4372 3.5435 -4.9064 -0.01 -0.04 -0.02 0.14
H 4.7917 3.8962 -0.0163 -0.03 -0.03 0.02 0.13
H 0.4074 0.2236 2.9174 0.02 -0.04 -0.03 0.10
H -4.0589 0.1852 5.0393 0.04 0.03 0.01 0.14
H -0.4110 -1.3630 -2.0142 -0.01 -0.07 0.01 0.05
H 2.4003 1.2179 -5.7552 0.02 0.01 0.02 0.14
H 6.2345 -0.7523 1.0105 0.05 0.03 0.03 0.13
H -5.1259 0.4868 2.9504 0.02 0.02 0.02 0.10
H 2.5314 -0.3204 -1.7586 -0.03 0.03 0.01 0.12
H 2.4589 -0.7042 -4.1933 -0.01 0.05 -0.05 0.13
H -4.0679 -3.6809 0.3182 -0.02 0.05 0.04 0.11
H -2.6060 -3.7742 -0.6421 0.06 0.03 0.04 0.11
H 1.9243 -4.8732 -1.3655 -0.01 0.00 0.02 0.13
H 1.0042 -2.1922 2.9066 -0.01 0.02 0.02 0.09
H 0.3735 -3.8259 2.8816 -0.01 -0.01 -0.03 0.10
H 0.9248 -3.2142 -2.9141 0.00 -0.03 0.01 0.12
H 7.8865 1.0896 0.9175 0.02 0.00 -0.01 0.14
H 0.2081 0.4642 5.3571 -0.02 0.00 0.02 0.13
H -0.7324 -2.4692 2.7473 -0.07 0.01 0.06 0.06
H -5.0689 1.1806 -2.7739 0.02 -0.03 -0.01 0.12
H -4.5954 -0.9704 2.1428 0.01 0.00 -0.04 0.10
H -5.9883 -1.0840 -3.1594 0.01 -0.02 0.01 0.14
H -3.2360 1.4880 -1.1450 -0.09 0.05 0.08 0.02
H 7.1708 3.4003 0.3909 0.03 -0.03 0.03 0.14
H 1.5649 -4.6814 1.0578 0.01 0.01 -0.03 0.14
H -2.0341 0.3856 6.4144 -0.01 0.00 -0.02 0.14
H -2.6212 -2.8442 0.8655 -0.06 -0.06 0.03 0.05
H -4.2327 0.6133 1.4393 -0.04 0.01 0.00 0.06
```
Forces are in eV/Å.

HOMO energy	-0.6942	Eh
ΔE to the lowest compared entry with this formula, charge and spin	34.7	kcal per mole
2S+1	1
charge	+4
DFT total energy	-3899.410561	Eh
lowest unoccupied orbital energy	-14.23	eV
orbital gap	4.7	eV

---

3.
ORCA calculation (wB97M-V/def2-TZVPD) on an isolated molecule of C18H21BrN2OS2 at a distorted geometry.

The geometry in XYZ format:
```
45
Properties=species:S:1:pos:R:3:forces:R:3:nbo_charge:R:1
Br 3.7163 -7.7419 2.2914 -0.06 0.96 -0.57 0.13
S 3.1956 -4.7760 0.7538 -1.50 -0.49 1.49 0.45
S -3.2929 1.0409 -0.0723 -1.13 -0.16 0.38 0.22
O -0.4061 3.9943 0.6645 0.07 -0.61 0.35 -0.50
N 1.2036 -1.3747 1.8186 -1.26 0.83 3.13 -0.62
N 1.9479 -2.0650 -0.2024 1.25 -2.71 2.01 -0.68
C -2.3591 1.1658 -1.6130 0.60 0.61 -1.07 -0.36
C 1.7653 0.9194 1.0536 -1.97 0.98 -0.51 -0.19
C 3.2022 -5.9114 2.1665 0.77 3.30 2.22 -0.28
C 1.8314 -2.3126 1.0835 0.58 1.58 -3.53 0.40
C 0.8149 -0.0617 1.4816 1.15 2.02 -1.72 0.08
C -2.3834 0.2758 -3.9272 1.99 0.03 -0.99 -0.42
C -0.8717 1.7306 1.1709 0.78 -3.00 0.99 -0.08
C -1.4046 0.0090 -1.7681 1.56 -0.65 0.40 -0.43
C 2.4946 -3.8440 3.0616 0.34 0.33 1.06 -0.22
C 0.3413 4.8208 -0.1833 1.94 -2.17 -2.04 -0.25
C -3.1656 1.1266 -2.9916 -1.80 -0.78 0.91 -0.41
C -1.1080 -0.2052 -3.2207 1.86 -0.12 -1.34 -0.39
C 1.3857 2.2529 0.6519 2.25 -0.59 1.24 -0.28
C 2.4451 -3.4413 1.7468 1.09 -3.06 0.24 -0.22
C -0.4947 0.3719 1.4808 -0.49 0.88 0.14 -0.14
C -2.3486 1.8400 1.2604 -0.38 3.12 1.23 -0.58
C 0.0971 2.6964 0.8619 -2.14 0.15 -0.74 0.28
C 3.0655 -5.1169 3.3790 -0.48 -1.90 -4.33 -0.29
H -0.0080 5.7605 -0.4802 -1.70 1.43 0.68 0.20
H -2.2510 0.8401 -4.8487 0.65 -0.04 -0.12 0.21
H 0.8081 -1.5912 2.7176 0.27 -0.65 0.14 0.39
H 1.4871 -1.2070 -0.3318 -0.78 1.33 -0.84 0.33
H -0.8625 -1.2997 -3.4681 -0.35 1.59 0.42 0.22
H 3.3471 -5.5518 4.3190 -0.47 0.18 0.41 0.24
H -0.1697 0.3729 -3.4557 -0.98 -0.37 -0.29 0.20
H 0.4210 4.3324 -1.2131 0.32 0.17 1.20 0.17
H 2.1511 -3.2886 3.9396 -0.04 0.36 -0.62 0.22
H -3.2381 2.0573 -3.5122 -0.30 1.09 0.60 0.22
H -4.2013 0.6610 -3.0338 0.95 0.89 1.06 0.22
H -2.6708 1.5792 2.3147 0.00 -0.82 -1.49 0.25
H -2.5847 2.9227 1.3541 -0.09 -0.41 -0.81 0.23
H -0.4477 0.1042 -1.2074 -0.80 0.09 -0.06 0.22
H 2.7800 0.6477 0.9672 1.07 -0.27 -0.07 0.22
H -1.7412 2.0823 -1.6320 -0.51 -0.09 0.19 0.22
H -1.8531 -0.9050 -1.4821 -0.78 -0.85 1.04 0.21
H -1.3191 -0.3245 1.7473 0.68 0.49 -0.32 0.22
H 2.2051 2.9968 0.4142 -1.07 -1.18 0.11 0.23
H -2.8653 -0.5883 -4.2626 -1.26 -1.38 -0.21 0.20
H 1.3412 5.0052 0.2054 0.19 -0.15 0.02 0.17
```
Forces are in eV/Å.

structure (SMILES)	[H]/N=C(\Nc1ccc(OC)c(CSC2CCCC2)c1)c1ccc(Br)s1
HOMO energy	-0.3074	Eh
ΔE to the lowest compared entry with this formula, charge and spin	60.2	kcal per mole
2S+1	1
DFT total energy	-4253.505481	Eh
lowest unoccupied orbital energy	-0.16	eV
orbital gap	8.2	eV

---

4.
ORCA calculation (wB97M-V/def2-TZVPD) on a cluster of 5 separate species, C9H29N7O6 in total at a distorted geometry.

The geometry in XYZ format:
```
51
Properties=species:S:1:pos:R:3:forces:R:3:nbo_charge:R:1
O 1.0782 4.2162 3.2992 -0.13 -0.12 0.14 -0.95
O -0.3860 -2.4227 -3.7275 -0.24 -0.18 0.04 -0.53
O -1.7908 -4.1764 2.6301 0.39 0.67 -0.04 -0.53
O 1.9620 1.6514 2.2339 -0.86 -0.02 -0.51 -0.71
O -1.4551 0.4126 -1.0903 -0.53 0.77 0.10 -0.70
O 4.4787 5.6466 0.0904 -0.28 -0.01 0.76 -0.68
N 0.5540 2.1531 0.4981 0.12 0.18 -0.06 -0.85
N 3.0502 4.0540 0.8006 -0.13 0.61 -0.55 -0.89
N 4.5935 4.9476 2.2771 -0.49 -0.23 -0.12 -0.84
N -1.3562 2.1060 -2.5849 0.96 -0.50 -0.27 -0.85
N -0.5033 -3.5777 -0.2515 -0.25 0.83 0.21 -0.63
N -3.0498 2.0750 -1.0552 -0.14 -0.40 0.60 -0.83
N 0.4236 0.1184 1.5241 0.12 0.67 -0.38 -0.84
C -0.5881 -3.6311 -1.7120 0.16 0.43 1.05 -0.23
C -1.9333 1.4656 -1.5249 -0.10 -0.02 -0.73 0.77
C -0.6031 -1.2576 -4.4367 0.91 1.37 -1.35 -0.25
C -1.6091 -2.9859 1.8971 -1.02 1.03 0.13 -0.07
C 4.0474 4.9687 1.0229 0.70 -0.28 -0.54 0.78
C 1.0531 1.3195 1.4523 0.41 0.13 0.77 0.78
C -0.5486 -2.2374 -2.3217 0.12 -0.15 -0.69 -0.07
C -0.7199 -5.0694 2.5717 0.85 -1.40 -0.03 -0.27
C -1.7526 -3.1115 0.3828 0.98 -0.28 -0.16 -0.27
H -0.6333 1.5838 -3.0552 0.06 0.07 0.18 0.41
H 2.8487 4.0620 -0.1858 -0.23 -0.46 0.10 0.39
H -1.5444 -0.7347 -4.2421 -0.19 -0.31 0.19 0.16
H 0.2037 -0.4994 -4.3634 0.01 -0.10 0.98 0.15
H 0.5245 4.4856 2.5600 0.04 0.04 0.06 0.46
H 0.6994 -0.4910 2.2693 0.08 -0.32 -0.26 0.41
H -2.5421 -3.7983 0.0540 -0.46 0.13 0.56 0.18
H 0.9057 3.0871 0.4151 0.17 -0.01 0.00 0.40
H -1.4914 -1.7130 -2.1493 0.01 0.00 0.11 0.17
H 0.2652 -4.7139 2.2435 -0.33 0.82 0.00 0.18
H -1.5887 2.9855 -3.0020 -0.47 0.10 0.23 0.40
H 4.0638 4.4504 2.9732 0.13 0.21 0.26 0.40
H -0.7402 -2.3889 2.2040 0.75 -0.83 -0.38 0.17
H 5.1885 5.7052 2.5513 -0.01 0.08 -0.01 0.40
H -0.5193 -5.4985 3.5581 -0.36 0.03 0.01 0.19
H -3.6440 1.5694 -0.4219 0.16 0.07 0.13 0.41
H -0.9268 -5.9055 1.8868 -0.23 0.03 0.13 0.16
H -2.0048 -2.1195 0.0029 0.13 0.03 -0.10 0.20
H 2.6414 3.3806 1.4412 0.50 0.06 0.05 0.43
H -0.1401 1.8426 -0.1542 -0.03 -0.17 0.03 0.40
H -0.1022 -0.1491 0.7055 -0.19 -0.55 0.33 0.42
H -0.4889 -1.3943 -5.5185 -0.62 -0.82 0.11 0.19
H -0.2676 -4.4854 0.1197 0.00 -0.09 -0.13 0.36
H -1.5473 -4.0646 -2.0250 0.24 -0.42 -0.29 0.17
H -3.3745 2.9509 -1.4106 -0.07 0.06 -0.18 0.40
H 0.2843 -4.2180 -1.9932 -0.23 -0.03 -0.64 0.21
H -2.3438 -2.2572 2.2634 -0.67 -0.61 -0.14 0.19
H 1.0709 3.2459 3.2730 0.19 0.15 -0.07 0.49
H 0.2581 -1.5832 -1.9760 0.06 -0.26 0.39 0.17
```
Forces are in eV/Å.

structure (SMILES)	COCCNCCOC.NC(N)=O.NC(N)=O.NC(N)=O.O
HOMO energy	-0.3336	Eh
ΔE to the lowest compared entry with this formula, charge and spin	23.5	kcal per mole
2S+1	1
DFT total energy	-1195.103630	Eh
lowest unoccupied orbital energy	-0.04	eV
orbital gap	9.0	eV

---

5.
ORCA calculation (wB97M-V/def2-TZVPD) on a structure of composition C25H32As2FeNO3S at a distorted geometry.

The geometry in XYZ format:
```
65
Properties=species:S:1:pos:R:3:forces:R:3:nbo_charge:R:1
As 3.0969 1.0770 -0.3353 2.16 0.56 -0.03 0.84
As 0.5885 3.1313 0.4245 0.40 1.87 -0.21 0.83
Fe 0.7921 0.7153 0.0879 -1.93 -0.82 -0.32 1.21
S -0.5017 -7.3047 -1.3995 0.36 0.13 0.02 0.21
O -2.0433 2.4547 -0.7305 0.13 0.15 0.01 -0.73
O -0.9991 0.4955 -1.0204 1.15 -0.56 0.25 -0.75
O -2.5991 -6.3145 -0.1876 -0.48 -0.11 0.11 -0.55
N -4.3529 1.6091 -0.8293 0.30 0.64 -0.35 -0.55
C 0.7189 3.8606 -1.3992 -0.11 -0.09 -0.13 -0.92
C 0.0437 -5.7364 -0.7458 -0.12 -0.46 -0.19 -0.17
C 0.7889 -1.9434 0.8191 0.14 1.35 0.83 -0.10
C 4.1931 -0.1133 0.7699 -0.21 -0.13 0.05 -0.91
C -1.9848 1.2084 -0.8084 -1.21 0.47 -0.09 0.80
C 2.4266 3.6517 0.8960 -0.08 -0.23 0.02 -0.34
C 0.6272 -3.2475 0.3111 -0.17 -0.81 -0.50 -0.07
C 4.0183 5.2398 1.7710 0.02 0.03 -0.04 -0.20
C 0.4743 -4.3515 1.1548 0.08 0.23 0.00 -0.19
C 0.1830 -5.5913 0.6280 0.05 0.05 -0.13 -0.18
C -5.0525 0.4442 1.1369 0.10 0.03 -0.03 -0.42
C -2.1925 -7.2545 -0.8097 0.45 0.32 -0.05 0.44
C -3.5448 0.3042 0.9533 -0.15 -0.10 -0.03 -0.41
C 5.0619 4.4231 1.3714 0.05 -0.01 0.01 -0.19
C 0.5421 -3.4260 -1.0762 0.10 0.19 0.23 -0.20
C -0.4890 4.5981 1.1949 -0.01 -0.41 0.10 -0.91
C 3.4822 2.8200 0.5030 -0.22 -0.17 -0.11 -0.34
C -2.9751 -8.4656 -1.2034 -0.26 -0.06 0.08 -0.72
C 4.7916 3.2221 0.7380 0.06 -0.22 -0.10 -0.20
C -3.3708 0.5361 -0.5490 1.13 -0.27 0.10 -0.17
C 2.7112 4.8559 1.5269 -0.23 0.03 0.07 -0.16
C 0.8470 -0.8016 1.2834 0.05 -0.92 -0.15 -0.55
C -5.4115 1.6133 0.2172 -0.57 -0.09 0.53 -0.23
C 4.2428 1.1108 -1.9365 -0.36 -0.08 -0.05 -0.91
C 0.2556 -4.6655 -1.6040 -0.09 -0.23 0.08 -0.19
H -2.3288 -9.3084 -1.4318 0.02 -0.03 -0.06 0.24
H 1.3151 3.1895 -2.0249 -0.05 0.09 0.07 0.22
H 0.5727 -4.2162 2.2202 -0.04 0.01 0.12 0.23
H -3.1583 -0.6597 1.2723 0.07 0.00 -0.04 0.26
H 0.6801 -2.5708 -1.7227 -0.02 0.04 -0.06 0.21
H -5.3297 0.6394 2.1681 -0.08 0.02 0.05 0.24
H -0.4690 4.5718 2.2859 0.05 -0.02 -0.11 0.24
H -1.5177 4.4646 0.8572 0.14 -0.08 -0.01 0.25
H 5.6131 2.5850 0.4256 0.00 0.05 0.05 0.21
H 1.9022 5.5039 1.8402 0.04 0.02 0.01 0.21
H -3.5735 -8.2182 -2.0813 0.02 -0.03 -0.02 0.25
H 0.0370 -6.4393 1.2799 -0.02 -0.06 0.01 0.23
H -5.5539 -0.4659 0.8124 -0.06 -0.04 -0.01 0.22
H -3.0209 1.0940 1.4992 0.02 -0.07 0.02 0.22
H 4.1874 0.1250 -2.4054 0.01 0.11 0.06 0.24
H 5.2499 0.1565 0.7393 -0.13 0.13 -0.10 0.23
H 3.9024 1.8582 -2.6537 -0.03 -0.03 0.10 0.24
H -0.2764 3.9506 -1.8314 0.03 -0.09 0.06 0.25
H -5.3783 2.5618 0.7522 0.04 0.00 -0.13 0.22
H -3.5317 -0.3645 -1.1393 -0.06 0.12 -0.04 0.24
H 5.2793 1.3162 -1.6685 -0.12 0.01 0.13 0.24
H 6.0835 4.7157 1.5597 0.09 0.03 -0.01 0.23
H 3.8358 -0.0840 1.8001 -0.03 0.04 -0.13 0.25
H -4.7184 1.5722 -1.7800 0.02 0.01 0.15 0.43
H 0.1624 -4.8065 -2.6709 -0.02 0.01 -0.05 0.23
H -6.3961 1.5010 -0.2351 0.12 0.09 -0.05 0.23
H -0.1315 5.5663 0.8394 0.10 -0.19 -0.01 0.23
H 4.2195 6.1814 2.2602 0.02 0.04 0.06 0.23
H -3.6521 -8.7223 -0.3921 -0.05 -0.03 0.02 0.25
H -3.6439 2.4406 -0.7537 -0.55 -0.40 -0.18 0.48
H 4.0728 -1.1341 0.4002 -0.03 0.11 0.00 0.25
H 1.1962 4.8425 -1.3717 0.00 -0.14 0.10 0.23
```
Forces are in eV/Å.

HOMO energy (alpha / beta)	-0.3764 / -0.3829	Eh
ΔE to the lowest compared entry with this formula, charge and spin	14.0	kcal per mole
2S+1	5
charge	+1
DFT total energy	-7385.488281	Eh
lowest unoccupied orbital energy (alpha / beta)	-2.18 / -2.78	eV
orbital gap (alpha / beta)	8.1 / 7.6	eV